62
Properties=species:S:1:pos:R:3 method="wB97M-V/def2-TZVPD" lumo_ha="0.15776 / 0.15776" homo_lumo_gap_ha="0.220 / 0.211" charge=-2 e_homo_ev="-1.70 / -1.44" spin_multiplicity=2 relative_energy_kcal_mol=0.0
Os -1.348 0.831 0.150
S -1.677 5.702 -0.403
As -1.529 3.622 -0.173
S 0.364 2.510 -0.147
S -2.455 2.102 -1.522
S -2.264 2.533 1.594
O -0.402 -0.062 1.734
N -0.845 -1.264 2.130
C -0.017 -1.945 2.943
C -0.361 -3.165 3.452
C -1.611 -3.697 3.098
C -2.428 -2.999 2.254
C -2.047 -1.748 1.713
S -2.978 -0.873 0.601
H 0.920 -1.441 3.130
H 0.333 -3.692 4.089
H -1.923 -4.661 3.480
H -3.388 -3.387 1.944
C 3.141 -3.354 1.548
Si 3.978 -2.284 0.242
C 5.836 -2.306 0.598
C 3.691 -3.094 -1.427
Sb 2.753 -0.056 0.262
Si 3.770 0.997 -1.823
C 2.575 0.581 -3.197
C 3.887 2.860 -1.621
C 5.504 0.384 -2.267
Si 4.014 1.212 2.069
C 3.315 2.943 2.212
C 5.890 1.355 1.886
C 3.656 0.307 3.686
H 3.558 -4.366 1.558
H 2.073 -3.418 1.326
H 3.255 -2.929 2.549
H 6.228 -3.322 0.478
H 6.051 -1.979 1.617
H 6.375 -1.648 -0.087
H 4.051 -4.128 -1.415
H 4.214 -2.563 -2.226
H 2.626 -3.089 -1.668
H 1.592 0.993 -2.950
H 2.442 -0.498 -3.304
H 2.905 0.999 -4.154
H 2.934 3.264 -1.272
H 4.124 3.322 -2.584
H 4.669 3.138 -0.909
H 5.524 -0.696 -2.424
H 6.217 0.623 -1.474
H 5.844 0.868 -3.189
H 3.617 3.570 1.373
H 3.671 3.411 3.136
H 2.223 2.918 2.222
H 6.154 1.799 0.923
H 6.378 0.380 1.948
H 6.295 1.994 2.678
H 2.578 0.306 3.860
H 4.138 0.803 4.534
H 4.003 -0.729 3.653
O -0.418 -0.434 -1.389
N 0.033 -1.620 -1.318
O 0.511 -2.108 -2.349
O 0.027 -2.237 -0.249

19
Properties=species:S:1:pos:R:3 method="wB97M-V/def2-TZVPD" lumo_ha="0.13880 / 0.13739" homo_lumo_gap_ha="0.132 / 0.282" charge=-1 e_homo_ev="0.18 / -3.93" spin_multiplicity=2 relative_energy_kcal_mol=9.7
C 1.029 -1.021 -0.204
C 0.463 -2.480 -0.286
C 0.757 -0.291 1.089
S -0.893 0.576 1.196
S -1.040 1.920 -0.483
C -0.089 3.369 0.131
H 0.768 -0.324 -1.001
H 2.102 -1.189 -0.321
H 1.013 -3.042 0.474
H 0.576 -2.906 -1.264
H -0.575 -2.493 0.037
H 1.448 0.568 1.113
H 0.874 -0.993 1.912
H 0.989 3.215 -0.012
H -0.245 3.404 1.206
H -0.360 4.260 -0.430
H -1.550 -0.976 -0.848
H -2.777 -0.398 -1.392
O -2.490 -1.199 -0.919

10
Properties=species:S:1:pos:R:3 method="wB97M-V/def2-TZVPD" lumo_ha=0.02065 homo_lumo_gap_ha=0.434 e_homo_ev=-11.25 relative_energy_kcal_mol=28.1
B 1.056 -0.071 -0.275
C -1.995 0.743 0.673
N -2.435 -0.192 0.167
O 0.093 0.779 -0.976
O 1.803 0.416 0.847
O 1.094 -1.405 -0.447
H -2.686 -0.958 -0.421
H -0.438 1.346 -0.351
H 1.864 1.333 0.729
H 1.644 -1.992 0.055

24
Properties=species:S:1:pos:R:3 method="wB97M-V/def2-TZVPD" lumo_ha=0.02718 homo_lumo_gap_ha=0.373 e_homo_ev=-9.40 relative_energy_kcal_mol=118.4
C -1.239 0.013 0.079
C -2.678 -0.161 -0.339
C -0.906 1.405 0.563
C -0.327 -0.137 -1.621
C -0.765 -1.056 1.007
H -1.095 -0.867 2.031
H -3.337 -0.010 0.520
H -2.856 -1.162 -0.730
H -2.959 0.563 -1.105
H -1.437 1.609 1.498
H -1.214 2.161 -0.158
H 0.159 1.502 0.772
H -1.032 0.490 -2.161
H -0.562 -1.166 -1.879
H 0.547 0.279 -2.127
H -1.059 -2.056 0.700
H 0.345 -1.040 1.043
N 3.750 0.562 1.135
C 2.085 -0.594 -0.117
O 2.385 0.480 0.643
O 2.889 -1.413 -0.474
H 4.199 -0.297 0.807
H 4.158 1.335 0.612
H 0.950 -0.441 -0.697

8
Properties=species:S:1:pos:R:3 method="wB97M-V/def2-TZVPD" lumo_ha="-0.29006 / -0.29080" homo_lumo_gap_ha="0.266 / 0.265" charge=+1 e_homo_ev="-15.13 / -15.12" smiles=c1[nH]c[nH+]c#1 relative_energy_kcal_mol=102.9
C -0.449 -1.401 0.217
C -1.387 -0.495 0.299
C 0.657 0.473 -0.168
N 0.729 -0.837 -0.060
N -1.033 0.734 0.119
H 1.365 1.240 -0.421
H 1.608 -1.347 -0.163
H -1.489 1.633 0.177

17
Properties=species:S:1:pos:R:3 method="wB97M-V/def2-TZVPD" lumo_ha=0.03847 homo_lumo_gap_ha=0.371 e_homo_ev=-9.04 smiles="C=CO.CCN" relative_energy_kcal_mol=54.0
C -4.616 1.814 -1.168
C -3.334 2.430 -0.489
N -3.161 2.126 0.926
H -5.275 2.513 -1.652
H -4.264 1.019 -1.825
H -5.151 1.249 -0.397
H -2.588 2.067 -1.142
H -3.489 3.506 -0.537
H -3.984 1.704 1.331
H -2.360 1.530 1.080
C 5.450 -3.269 1.375
C 5.512 -2.362 0.420
O 5.154 -2.540 -0.903
H 5.680 -2.938 2.380
H 5.118 -4.290 1.274
H 5.621 -1.300 0.592
H 5.688 -3.259 -1.265